# 1
This record from the Open Molecules 2025 dataset describes C43H49N4P2Ti as an isolated structure. The level of theory is wB97M-V/def2-TZVPD.

Geometry as XYZ:
```
99
Properties=species:S:1:pos:R:3:forces:R:3
Ti 0.048018 -0.320201 -0.061353 0.4 0.2 0.0
C -1.088530 -0.498125 2.891925 0.0 0.0 0.0
C -1.793796 0.823135 2.567545 0.0 0.0 0.0
C -0.860587 1.914429 2.118346 0.0 0.0 0.0
C -0.772747 3.106581 2.823150 0.0 0.0 0.0
C 0.096885 4.095515 2.390023 0.0 0.0 0.0
C 0.856961 3.860168 1.257868 0.0 0.0 0.0
C 0.713960 2.649537 0.606315 0.0 0.0 0.0
N -0.122284 1.686454 1.020083 0.0 0.0 0.0
N -1.002289 -1.397742 1.721960 -0.1 -0.1 0.1
C -0.115982 -2.538167 2.040059 0.0 0.0 0.0
C 0.293841 -3.285449 0.799510 0.0 0.0 0.0
C 0.473574 -4.657558 0.787256 0.0 0.0 0.0
C 0.914587 -5.261954 -0.379900 0.0 0.0 0.0
C 1.153440 -4.475450 -1.495014 0.0 0.0 0.0
C 0.949264 -3.110533 -1.399684 0.0 0.0 0.0
N 0.525908 -2.525223 -0.277412 -0.1 0.0 0.0
C -2.345696 -1.887526 1.340538 0.0 0.0 0.0
C -2.727214 -1.666958 -0.104255 0.0 0.0 0.0
C -3.956966 -2.128158 -0.554961 0.0 0.0 0.0
C -4.292065 -1.974529 -1.886995 0.0 0.0 0.0
C -3.371000 -1.377708 -2.736518 0.0 0.0 0.0
C -2.179153 -0.930151 -2.207668 0.1 0.0 0.0
N -1.862100 -1.039819 -0.907260 -0.2 0.0 -0.1
H -1.606184 -1.010163 3.712705 0.0 0.0 0.0
H -0.066997 -0.298528 3.221146 0.0 0.0 0.0
H -2.334195 1.166777 3.449068 0.0 0.0 0.0
H -2.541808 0.666511 1.783084 0.0 0.0 0.0
H -1.384611 3.252649 3.703099 0.0 0.0 0.0
H 0.179481 5.029313 2.930511 0.0 0.0 0.0
H 1.555117 4.593246 0.878721 0.0 0.0 0.0
H 1.293243 2.415910 -0.278502 0.0 0.0 0.0
H -0.587723 -3.213493 2.763127 0.0 0.0 0.0
H 0.787624 -2.135418 2.502290 0.0 0.0 0.0
H 0.277108 -5.238878 1.678341 0.0 0.0 0.0
H 1.069541 -6.332032 -0.417032 0.0 0.0 0.0
H 1.499356 -4.906726 -2.423632 0.0 0.0 0.0
H 1.143140 -2.444212 -2.231905 0.0 0.0 0.0
H -3.101247 -1.415517 1.972301 0.0 0.0 0.0
H -2.414655 -2.959560 1.547114 0.0 0.0 0.0
H -4.635616 -2.611049 0.136687 0.0 0.0 0.0
H -5.245076 -2.325174 -2.259470 0.0 0.0 0.0
H -3.572292 -1.259343 -3.792133 0.0 0.0 0.0
H -1.429029 -0.457626 -2.827108 0.0 0.0 0.0
C 4.432204 -4.615489 1.670804 0.0 0.0 0.0
C 4.356628 -4.065723 0.400488 0.0 0.0 0.0
C 3.846196 -2.785954 0.219187 0.0 0.0 0.0
C 3.409317 -2.041709 1.310539 0.0 0.0 0.0
C 3.488968 -2.604032 2.586852 0.0 0.0 0.0
C 3.999313 -3.879424 2.767585 0.0 0.0 0.0
P 2.597769 -0.416051 1.110550 0.0 0.0 0.0
C 3.523823 0.607120 2.304311 0.0 0.0 0.0
C 2.817438 1.502838 3.102789 0.0 0.0 0.0
C 3.478501 2.321641 4.008705 0.0 0.0 0.0
C 4.857323 2.245399 4.127493 0.0 0.0 0.0
C 5.572044 1.344903 3.346461 0.0 0.0 0.0
C 4.910175 0.528665 2.443929 0.0 0.0 0.0
C 2.992047 0.138277 -0.569800 -0.1 0.0 0.0
C 4.256529 0.483053 -1.049231 0.0 0.0 0.0
C 4.390398 0.877894 -2.368822 0.0 0.0 0.0
C 3.262712 0.917051 -3.186382 0.0 0.0 0.0
C 2.013750 0.575773 -2.685208 0.0 0.0 0.0
C 1.817939 0.176375 -1.351098 0.0 0.0 -0.1
H 4.836369 -5.609605 1.810858 0.0 0.0 0.0
H 4.704257 -4.630541 -0.455459 0.0 0.0 0.0
H 3.795426 -2.358342 -0.775014 0.0 0.0 0.0
H 3.171823 -2.027819 3.450768 0.0 0.0 0.0
H 4.067963 -4.297260 3.763833 0.0 0.0 0.0
H 1.737908 1.557637 3.018695 0.0 0.0 0.0
H 2.916738 3.012379 4.624883 0.0 0.0 0.0
H 5.377212 2.878986 4.834117 0.0 0.0 0.0
H 6.647488 1.276819 3.446011 0.0 0.0 0.0
H 5.472258 -0.186332 1.854900 0.0 0.0 0.0
H 5.125623 0.450347 -0.401221 0.0 0.0 0.0
H 5.360404 1.155226 -2.761115 0.0 0.0 0.0
H 3.366439 1.226533 -4.220434 0.0 0.0 0.0
H 1.161343 0.646196 -3.356664 0.0 0.0 0.0
C -3.981037 3.514945 -1.349362 0.0 0.0 0.0
C -2.944856 2.466669 -0.951799 0.0 0.0 0.0
P -1.446897 2.269729 -2.021029 0.0 0.0 0.0
C -0.819083 4.007916 -2.048457 0.0 0.0 0.0
C 0.547392 4.158246 -2.716841 0.0 0.0 0.0
C -2.246421 2.150944 -3.689142 0.0 0.0 0.0
C -1.314075 1.678436 -4.803705 0.0 0.0 0.0
H -4.806657 3.528810 -0.636089 0.0 0.0 0.0
H -4.404014 3.310734 -2.332988 0.0 0.0 0.0
H -3.551316 4.516468 -1.369520 0.0 0.0 0.0
H -3.410989 1.476153 -0.897569 0.0 0.0 0.0
H -2.565377 2.679207 0.052917 0.0 0.0 0.0
H -0.761856 4.338141 -1.007771 0.0 0.0 0.0
H -1.554119 4.649943 -2.539839 0.0 0.0 0.0
H 1.278255 3.457040 -2.309495 0.0 0.0 0.0
H 0.933790 5.169853 -2.586047 0.0 0.0 0.0
H 0.489752 3.971878 -3.789221 0.0 0.0 0.0
H -2.680508 3.119930 -3.946345 0.0 0.0 0.0
H -3.084050 1.454128 -3.589006 0.0 0.0 0.0
H -0.475552 2.358845 -4.947963 0.0 0.0 0.0
H -1.848583 1.610987 -5.752104 0.0 0.0 0.0
H -0.893427 0.693310 -4.591308 0.0 0.0 0.0
```
Forces are in eV/Å.

Relative energy (zero: lowest compared OMol25 entry of this formula, charge and spin) ... 0.00 kcal/mol
Highest occupied orbital energy (spin up / spin down) ... -8.25 / -10.31 eV
2S+1 ... 3
Net charge ... +1
Frontier orbital gap (spin up / spin down) ... 6.254 / 8.092 eV
DFT total energy ... -93036.7794 eV


# 2
This record from the Open Molecules 2025 dataset describes C43H49N4P2Ti as an isolated structure. The level of theory is wB97M-V/def2-TZVPD.

Geometry as XYZ:
```
99
Properties=species:S:1:pos:R:3:forces:R:3
Ti -1.087220 -0.110693 -0.049085 0.6 -0.9 -0.5
C -2.424583 -1.505796 2.364173 0.3 0.0 0.0
C -1.813170 -2.892331 2.305064 0.2 0.1 -0.1
C -1.095877 -3.264640 1.027652 -0.1 0.1 0.0
C -0.568300 -4.550414 0.934961 0.0 -0.1 0.1
C -0.003401 -4.988299 -0.242892 0.1 -0.1 0.1
C 0.034135 -4.112008 -1.317144 0.0 -0.1 0.0
C -0.466248 -2.847246 -1.133159 -0.1 -0.1 0.0
N -1.028329 -2.397602 0.006771 0.3 -0.5 -0.1
N -1.462394 -0.381349 2.159592 -0.1 0.1 0.4
C -0.401446 -0.567709 3.166477 0.0 0.2 0.0
C 0.551266 0.572953 3.417945 -0.3 -0.1 0.2
C 0.714260 0.995686 4.729325 -0.2 -0.1 0.0
C 1.595537 2.010164 5.043959 0.0 0.0 0.3
C 2.267246 2.630277 4.015515 0.2 0.2 -0.2
C 2.071771 2.172690 2.729916 0.2 0.1 0.0
N 1.273800 1.138944 2.436893 0.0 -0.1 0.3
C -2.183024 0.907901 2.366227 -0.2 -0.2 -0.1
C -3.288059 0.985730 1.346674 0.0 -0.5 -0.2
C -4.514674 1.544603 1.610423 -0.1 0.2 0.1
C -5.545003 1.444469 0.682911 -0.1 0.0 0.0
C -5.312288 0.692420 -0.465352 0.0 0.0 0.0
C -4.068343 0.145204 -0.677494 0.2 0.3 0.4
N -3.007956 0.323587 0.173008 -1.9 0.4 0.0
H -2.908733 -1.372947 3.335948 0.0 0.0 0.1
H -3.192212 -1.448349 1.608218 -0.2 0.1 -0.1
H -2.644667 -3.589031 2.420274 0.0 -0.1 0.0
H -1.150654 -3.088474 3.148995 0.0 0.0 0.0
H -0.620817 -5.202393 1.800565 0.0 0.1 -0.1
H 0.402213 -5.991253 -0.321876 0.0 0.1 0.0
H 0.457833 -4.397153 -2.271848 0.0 0.0 0.1
H -0.413416 -2.139353 -1.940422 0.1 0.1 -0.1
H 0.183858 -1.434885 2.888659 0.1 -0.1 -0.1
H -0.877605 -0.777714 4.128574 0.0 0.0 0.1
H 0.133594 0.517084 5.505546 0.0 0.0 0.0
H 1.737268 2.319887 6.073657 0.0 0.0 -0.1
H 2.940337 3.458933 4.191707 0.0 -0.1 -0.1
H 2.567317 2.626388 1.888817 0.1 0.0 0.0
H -1.469739 1.717449 2.231507 0.1 0.1 0.0
H -2.602052 0.967045 3.376180 0.0 0.0 0.1
H -4.675055 2.055288 2.553344 0.0 0.0 0.0
H -6.509857 1.900420 0.869125 0.1 -0.1 0.0
H -6.102243 0.517216 -1.184914 0.1 0.0 0.0
H -3.882083 -0.473677 -1.536741 0.1 0.0 -0.1
C 5.707010 1.640879 -0.774330 0.0 0.0 0.1
C 5.540069 1.009393 0.451524 -0.1 0.0 0.0
C 4.274109 0.617783 0.871010 -0.1 0.0 -0.1
C 3.139066 0.860745 0.086033 0.0 0.1 0.1
C 3.328544 1.526701 -1.125038 0.0 0.0 -0.1
C 4.595719 1.895296 -1.561992 -0.1 0.0 0.0
P 1.388088 0.474963 0.647586 0.9 -0.1 -0.7
C 2.151828 -1.295074 1.463691 0.1 0.2 0.1
C 2.491774 -1.763003 2.735715 0.1 0.1 0.0
C 3.072863 -3.014033 2.941312 0.0 0.0 0.0
C 3.364056 -3.829713 1.858384 0.0 0.0 -0.1
C 3.058631 -3.382590 0.576645 -0.1 0.0 0.0
C 2.440039 -2.150795 0.399535 0.0 0.1 0.1
C 0.684156 2.193998 0.071842 -0.2 0.0 0.2
C 1.191106 3.495115 -0.074843 0.0 0.0 0.0
C 0.349176 4.545515 -0.414087 0.0 -0.1 0.0
C -1.014695 4.314503 -0.603495 0.0 0.0 0.0
C -1.511873 3.026531 -0.490236 0.2 0.1 0.0
C -0.678361 1.931733 -0.180972 0.2 1.0 0.2
H 6.695100 1.937505 -1.106351 -0.1 0.0 0.0
H 6.399254 0.812683 1.083338 -0.1 0.0 0.0
H 4.177850 0.113262 1.821240 0.0 -0.1 0.1
H 2.473703 1.763283 -1.740962 0.0 0.1 0.1
H 4.710153 2.399053 -2.515232 0.0 0.0 0.0
H 2.359685 -1.126506 3.610651 0.0 -0.1 0.0
H 3.319776 -3.340556 3.946980 0.0 0.1 -0.1
H 3.837160 -4.792931 2.010938 0.0 0.1 0.0
H 3.313857 -3.992738 -0.284310 -0.1 0.0 0.0
H 2.215343 -1.814502 -0.612529 0.0 0.0 0.0
H 2.249267 3.709870 0.066518 -0.1 0.0 0.0
H 0.751167 5.546928 -0.530045 0.0 -0.1 0.0
H -1.673608 5.142113 -0.848487 0.0 -0.1 0.0
H -2.574589 2.874194 -0.661330 0.0 0.0 0.0
C -2.510480 -1.463962 -5.142093 -0.1 0.0 0.0
C -2.687229 -1.163592 -3.652704 0.1 0.0 0.0
P -1.428055 -0.041195 -2.871211 0.3 -0.1 -0.3
C 0.055269 -0.461244 -3.902710 0.1 0.1 0.2
C 1.381333 0.049675 -3.338530 -0.1 0.0 -0.2
C -1.956271 1.573244 -3.569388 0.1 0.1 0.1
C -0.829764 2.605144 -3.705083 0.0 -0.1 -0.1
H -3.387479 -1.996455 -5.514449 0.0 0.0 0.0
H -1.640691 -2.092055 -5.333504 0.0 0.0 0.0
H -2.407429 -0.552864 -5.735186 0.0 0.0 0.0
H -2.711785 -2.097802 -3.085424 0.0 0.0 0.0
H -3.653652 -0.679821 -3.503473 0.0 0.0 0.0
H -0.109043 -0.078274 -4.909633 0.0 -0.1 -0.1
H 0.082626 -1.548725 -3.984648 0.0 -0.1 0.0
H 1.534428 1.100073 -3.586860 0.0 0.0 0.0
H 2.228937 -0.512619 -3.734470 0.0 0.0 0.0
H 1.399946 -0.035504 -2.255682 0.0 -0.1 0.2
H -2.744640 1.948547 -2.913336 0.0 0.0 0.0
H -2.408559 1.379312 -4.542961 -0.1 0.0 0.0
H -0.177537 2.617539 -2.830523 0.0 0.0 0.0
H -1.245881 3.607427 -3.814116 0.0 0.0 0.0
H -0.220497 2.402525 -4.590439 0.0 0.0 0.1
```
Forces are in eV/Å.

Relative energy (zero: lowest compared OMol25 entry of this formula, charge and spin) ... 89.85 kcal/mol
Highest occupied orbital energy (spin up / spin down) ... -7.77 / -9.30 eV
2S+1 ... 3
Net charge ... +1
Frontier orbital gap (spin up / spin down) ... 5.084 / 6.609 eV
DFT total energy ... -93032.8830 eV